# 1
Computed, not measured: C26H31Cl3IN8ORuSSi as an isolated structure in a non-equilibrium geometry, with ωB97M-V/def2-TZVPD.

Element x y z (Å)
Ru 0.016 0.219 0.520
C -5.730 -1.241 1.399
C -5.086 -0.101 0.618
N -4.205 -0.577 -0.417
C -2.874 -0.730 -0.278
S -2.195 -0.596 1.331
N -2.189 -1.025 -1.347
N -0.863 -0.921 -1.308
C -0.118 -1.541 -2.201
C -0.725 -2.486 -3.195
C 1.280 -1.329 -2.154
C 2.203 -2.224 -2.712
C 3.514 -2.224 -2.314
C 3.907 -1.326 -1.291
C 3.047 -0.369 -0.870
N 1.760 -0.247 -1.370
H -6.369 -0.839 2.179
H -4.954 -1.846 1.857
H -6.323 -1.869 0.739
H -4.484 0.508 1.298
H -5.848 0.531 0.152
H -4.603 -0.862 -1.301
H -1.795 -2.518 -3.020
H -0.320 -3.489 -3.085
H -0.531 -2.139 -4.208
H 1.847 -2.955 -3.419
H 4.220 -2.933 -2.718
H 4.888 -1.404 -0.853
H 3.316 0.377 -0.132
I -4.916 3.852 -1.627
C -3.157 3.127 -0.766
C -2.579 3.534 0.422
N -1.467 2.806 0.562
N -1.289 1.969 -0.458
C -2.309 2.143 -1.280
H -2.885 4.280 1.126
H -0.725 2.811 1.273
H -2.417 1.582 -2.185
C 3.190 2.598 3.204
Si 1.919 3.187 1.906
C 0.898 4.589 2.726
C 2.852 3.985 0.428
O 0.979 2.017 1.417
H 3.820 3.416 3.533
H 3.834 1.815 2.816
H 2.681 2.202 4.076
H 1.562 5.295 3.210
H 0.227 4.206 3.487
H 0.303 5.146 2.009
H 3.218 4.972 0.687
H 2.211 4.099 -0.442
H 3.713 3.393 0.131
C 1.415 1.117 -1.856
C 2.285 1.448 -3.033
C 3.597 1.874 -2.841
C 4.434 2.070 -3.919
C 3.966 1.850 -5.216
C 2.643 1.453 -5.416
C 1.819 1.249 -4.328
C 4.847 2.034 -6.307
N 5.583 2.181 -7.175
H 0.362 1.134 -2.150
H 1.578 1.829 -1.036
H 3.959 2.057 -1.841
H 5.452 2.402 -3.779
H 2.270 1.315 -6.419
H 0.798 0.935 -4.483
Cl 0.604 0.146 4.795
C 1.547 -1.243 4.060
Cl 0.917 -2.759 4.746
Cl 3.263 -1.034 4.477
C 1.397 -1.276 2.650
N 1.175 -1.241 1.505

## Properties
E_HOMO (alpha / beta)   -6.414 / -7.315 eV
2S+1   2
<S²>   0.87
LUMO (alpha / beta)   -1.0 / -1.0 eV
Max |F|   0.06924 hartree/bohr
Frontier orbital gap (alpha / beta)   5.447 / 6.351 eV

Löwdin population analysis, charges in e, atoms 1 to 2:
1 Ru 0.89
2 C -0.09



# 2
Computed, not measured: C26H31Cl4N6NdO6 as an isolated structure in a non-equilibrium geometry, with ωB97M-V/def2-TZVPD.

Element x y z (Å)
Nd -0.071 1.871 0.157
N -1.434 3.912 -0.980
C -1.589 3.966 -2.418
C -0.290 4.025 -3.249
C 0.679 2.867 -2.950
O 1.087 2.062 -3.761
O 0.971 2.937 -1.674
H -2.350 3.943 -0.531
H -0.976 4.779 -0.635
H -2.233 4.867 -2.690
H -2.183 3.076 -2.690
H 0.263 5.007 -3.139
H -0.713 3.982 -4.292
N -1.878 2.267 1.965
C -1.941 1.155 2.857
C -0.551 0.778 3.365
N 0.250 0.335 2.227
H -1.580 3.051 2.473
H -2.832 2.518 1.654
H -2.381 0.283 2.353
H -2.578 1.390 3.752
H -0.560 0.000 4.137
H -0.079 1.703 3.869
H -0.160 -0.541 1.903
H 1.234 0.153 2.521
Cl 2.217 5.454 3.551
C 0.535 5.640 3.003
Cl -0.647 4.948 4.224
C 0.295 4.946 1.619
O -0.103 5.666 0.671
O 0.528 3.683 1.581
H 0.295 6.693 2.943
Cl -1.080 -5.740 -2.711
C 0.167 -5.657 -1.534
C 1.063 -6.742 -1.503
C 2.127 -6.759 -0.628
C 2.360 -5.636 0.217
C 1.510 -4.543 0.139
Cl 1.769 -3.023 0.948
C 0.352 -4.548 -0.698
N -0.526 -3.502 -0.649
C -1.882 -3.557 -0.505
C -2.540 -4.708 0.075
C -3.891 -4.738 0.324
C -4.658 -3.564 0.064
C -4.102 -2.507 -0.585
C -2.745 -2.475 -0.957
C -2.156 -1.481 -1.889
C -1.350 -0.400 -1.068
O -1.903 0.738 -0.956
O -0.212 -0.699 -0.612
H 0.916 -7.580 -2.217
H 2.808 -7.657 -0.592
H 3.177 -5.702 0.915
H -0.096 -2.587 -0.551
H -1.828 -5.510 0.362
H -4.338 -5.579 0.847
H -5.655 -3.507 0.420
H -4.730 -1.664 -0.863
H -2.996 -1.012 -2.435
H -1.421 -1.992 -2.593
N 2.637 0.602 -2.060
C 3.216 0.895 -0.868
C 4.595 0.547 -0.716
C 5.285 0.941 0.423
C 4.588 1.635 1.415
C 3.261 2.001 1.169
N 2.576 1.567 0.111
H 3.258 0.129 -2.704
H 1.977 1.232 -2.532
H 5.040 -0.050 -1.497
H 6.374 0.770 0.479
H 5.126 2.031 2.309
H 2.698 2.618 1.890

## Properties
E_HOMO (alpha / beta)   -7.604 / -7.604 eV
2S+1   4
Energy above the lowest of the compared OMol25 structures with the same formula, charge and spin   116.7 kJ/mol
<S²>   3.75
LUMO (alpha / beta)   0.1 / 0.1 eV
Max |F|   0.07293 hartree/bohr
Frontier orbital gap (alpha / beta)   7.658 / 7.658 eV

Löwdin population analysis, charges in e, atoms 1 to 2:
1 Nd 1.94
2 N -0.08



# 3
Computed, not measured: C26H31FIrN3O5PS as an isolated structure, with ωB97M-V/def2-TZVPD.

Element x y z (Å)
Ir -0.457 -0.033 0.580
C -5.308 -5.856 -1.151
C -4.900 -5.361 0.226
N -3.676 -4.539 0.187
C -3.803 -3.218 0.011
C -2.772 -2.318 0.014
C -3.130 -0.888 -0.321
O -4.296 -0.561 -0.352
O -2.126 -0.115 -0.619
C -1.472 -2.783 0.324
O -0.447 -2.066 0.557
C -1.308 -4.224 0.407
C -0.035 -4.784 0.562
C 0.132 -6.134 0.584
F 1.386 -6.616 0.694
C -0.950 -7.032 0.463
C -2.214 -6.474 0.348
C -2.409 -5.086 0.315
N -0.793 -8.428 0.468
C -1.568 -9.255 -0.442
C -2.174 -10.412 0.349
N -1.184 -10.819 1.422
C 0.230 -10.580 0.975
C 0.461 -9.071 0.861
H -6.234 -6.426 -1.082
H -4.541 -6.491 -1.595
H -5.481 -5.018 -1.827
H -4.732 -6.179 0.922
H -5.679 -4.740 0.665
H -4.806 -2.837 -0.145
H 0.830 -4.141 0.644
H -3.070 -7.128 0.288
H -0.935 -9.632 -1.252
H -2.364 -8.689 -0.917
H -2.371 -11.283 -0.273
H -3.089 -10.124 0.862
H -1.322 -11.796 1.680
H -1.360 -10.261 2.260
H 0.342 -11.102 0.027
H 0.907 -11.029 1.697
H 1.278 -8.913 0.153
H 0.777 -8.677 1.825
O 0.017 2.968 -1.009
C -0.904 2.832 -0.284
O -0.670 2.062 0.959
C -2.290 3.236 -0.302
C -2.900 3.904 -1.362
C -4.245 4.192 -1.262
C -4.964 3.815 -0.127
C -4.366 3.152 0.933
C -3.015 2.870 0.823
S -2.008 2.091 2.027
H -2.319 4.175 -2.233
H -4.749 4.707 -2.068
H -6.021 4.042 -0.071
H -4.939 2.860 1.801
C 2.562 -1.615 0.513
P 1.759 -0.008 0.289
C 2.640 1.120 1.399
C 2.205 0.528 -1.375
H 3.641 -1.505 0.406
H 2.196 -2.313 -0.239
H 2.333 -2.004 1.505
H 3.713 1.089 1.204
H 2.457 0.843 2.437
H 2.277 2.135 1.237
H 3.288 0.484 -1.500
H 1.862 1.551 -1.525
H 1.726 -0.114 -2.114

## Properties
E_HOMO (alpha / beta)   -12.617 / -12.556 eV
Charge   +2
2S+1   2
Energy above the lowest of the compared OMol25 structures with the same formula, charge and spin   170.3 kJ/mol
<S²>   0.75
LUMO (alpha / beta)   -5.1 / -5.2 eV
Max |F|   0.01243 hartree/bohr
Frontier orbital gap (alpha / beta)   7.523 / 7.375 eV

Löwdin population analysis, charges in e, atoms 1 to 2:
1 Ir 1.07
2 C -0.05



# 4
Computed, not measured: C26H31IN2O5S2Y as an isolated structure, with ωB97M-V/def2-TZVPD.

Element x y z (Å)
Y 0.215 -0.004 -0.982
N 4.404 1.137 -1.953
C 3.124 1.198 -1.578
O 2.650 0.324 -0.830
C 2.277 2.337 -2.075
C 0.839 1.871 -2.314
H 4.992 0.397 -1.601
H 4.795 1.836 -2.561
H 2.751 2.835 -2.931
H 2.310 3.070 -1.255
H 0.733 1.573 -3.369
H 0.162 2.724 -2.201
O -0.971 1.713 0.288
S -1.147 2.984 1.072
C -1.603 2.447 2.742
C -0.677 1.390 3.340
C -1.431 0.165 3.861
C -0.600 -1.108 3.795
S -0.379 -1.840 2.144
O 0.026 -0.666 1.278
C -2.058 -2.221 1.701
C -2.562 -3.449 2.094
C -3.865 -3.781 1.751
C -4.628 -2.905 0.996
C -4.098 -1.692 0.577
C -2.806 -1.338 0.932
C 0.492 3.602 1.374
C 1.618 2.825 1.137
C 2.871 3.370 1.380
C 2.986 4.667 1.855
C 1.853 5.437 2.075
C 0.597 4.911 1.820
H -2.617 2.068 2.599
H -1.683 3.361 3.331
H -0.063 1.831 4.126
H 0.004 1.051 2.561
H -2.347 0.017 3.290
H -1.753 0.312 4.894
H -1.038 -1.919 4.381
H 0.414 -0.949 4.163
H -1.946 -4.146 2.642
H -4.273 -4.733 2.057
H -5.636 -3.177 0.717
H -4.688 -1.023 -0.033
H -2.371 -0.402 0.593
H 1.531 1.806 0.759
H 3.755 2.777 1.196
H 3.964 5.088 2.041
H 1.947 6.452 2.428
H -0.286 5.517 1.958
C -2.524 -2.754 -2.701
C -1.541 -1.849 -2.018
O -1.465 -0.636 -2.398
O -0.811 -2.262 -1.085
H -2.428 -2.658 -3.782
H -3.531 -2.430 -2.439
H -2.381 -3.785 -2.390
I 2.445 -2.945 -0.222
C 1.970 -2.775 -2.251
C 2.212 -3.860 -3.081
C 1.883 -3.741 -4.418
C 1.338 -2.552 -4.877
C 1.140 -1.528 -3.969
N 1.452 -1.631 -2.675
H 2.637 -4.768 -2.683
H 2.049 -4.568 -5.093
H 1.067 -2.416 -5.911
H 0.704 -0.585 -4.270

## Properties
E_HOMO   -10.138 eV
Charge   +1
LUMO   -1.8 eV
Max |F|   0.01241 hartree/bohr
Frontier orbital gap   8.291 eV

Löwdin population analysis, charges in e, atoms 1 to 2:
1 Y 1.52
2 N 0.21